# C34H84BN4O9

A 5-piece molecular cluster, C34H84BN4O9 overall at a distorted geometry (the ωB97M-V functional and the def2-TZVPD basis, the Open Molecules 2025 dataset).

Output
electronic energy = -61677.6901 eV
max |F| = 1.80 eV/A

Structure (ORCA input):
```
! RIJCOSX wB97M-V def2-TZVPD def2/J DEFGRID3
* xyz -1 1
H -4.1939 0.9060 -3.7312
H -1.2375 7.8494 3.6596
H -4.1023 9.2568 2.2914
H -4.4147 1.8452 -1.1967
H 5.6429 -1.2576 2.6219
H -3.2852 -2.4750 5.8273
H 0.3687 -5.7450 -2.6069
H -4.3217 -0.4659 6.7139
C -0.8783 -1.8293 0.6132
O -5.0856 1.3929 6.2325
H -2.7593 -2.1912 -4.3996
C -1.9031 0.2312 4.4595
H -0.5495 -1.7768 -3.4929
H -3.8954 1.5470 3.0585
H 0.4438 -6.0851 -5.8485
H -2.4922 -0.3681 -4.2641
C 5.7241 -0.4063 3.3041
O 6.6596 0.5498 2.8342
O -3.2360 7.6641 3.3385
H 0.5597 -1.0762 -0.9366
H -3.4371 0.4104 -0.7660
N 3.1920 -5.3519 -5.8641
C 8.6816 -0.2283 1.7138
C 2.7309 -3.8825 -3.9307
H 7.1761 -1.5347 1.3374
H -4.7668 0.5636 8.0648
C 5.9465 -0.0112 -0.5426
H -0.9946 -5.7412 -6.7935
H -5.1593 6.3972 2.1300
H 5.6630 -0.6377 0.3049
H 8.4826 0.1723 -1.1039
H 6.4968 0.8713 -0.2080
H 4.7484 0.0772 3.3484
C 3.1493 -5.5418 -7.3154
C -1.9839 8.1918 2.9424
H -5.1710 0.5306 3.7038
H 9.5827 -1.9783 -0.2355
C 8.0215 0.1822 3.0256
H -2.3182 -3.0215 7.1987
C -4.3931 1.9349 5.1144
H 4.0476 -5.0832 -7.7443
H -1.8926 0.9708 5.2681
C -3.6967 1.0885 -1.6165
H 3.9596 -3.4201 -5.6307
C -2.6512 -1.3217 -3.7130
H -2.2020 -3.4629 -2.2263
H 2.0927 -5.6810 -2.1950
H -2.5283 2.2383 -3.2739
H -1.4080 0.6724 3.5895
H -2.4591 -3.2207 0.0977
H -1.6890 7.8266 1.9548
C -4.1984 0.9704 3.9394
H -2.2361 2.9915 -1.4858
H 8.5301 1.0795 3.3901
H 9.7636 -0.3002 1.8631
H -5.2585 4.6048 0.9619
O 0.7336 -5.7777 -7.8743
C 8.5007 -1.8203 -0.1611
H -1.1343 -0.5497 -2.3504
H 1.7464 -3.9699 -7.9626
H -1.9911 9.2856 2.9416
C -2.0100 -2.3095 -0.3630
H 8.5088 -1.1927 -2.1902
H 2.9335 0.5635 0.8701
C -4.4724 6.1275 -0.4260
H -3.1646 7.0933 0.7778
H 8.0295 -2.7818 -0.3813
B -2.3609 1.9602 -2.1040
H -3.7264 6.1295 -1.2242
H 3.4856 -4.3998 -3.3305
C 1.3714 -5.6117 -3.0139
H -5.0271 2.7482 4.7517
H -0.3233 -2.6742 1.0830
H -3.5320 4.7076 2.4734
H -1.7704 -3.3809 5.5504
H 0.1107 -4.4134 -6.4140
H 2.7535 -2.8272 -3.6450
H 8.4909 0.5753 0.9949
H 2.1541 -5.1756 -9.1557
H -2.7909 -1.5265 -0.3559
C -4.4251 0.3455 -2.7955
C -1.5056 -2.7080 -1.7842
C 0.0437 -0.7535 -0.0073
H 1.9082 0.8271 -0.5786
C -1.0916 -0.9663 4.9393
H -5.5362 0.4218 -2.6796
H -5.1002 8.4332 3.4903
C -2.2620 -2.6348 6.1804
O 1.0602 -0.3725 0.9570
H -5.9403 7.7789 1.3414
H -4.9337 4.0696 -0.6680
H 5.0223 0.3224 -1.0163
C 1.9268 -5.0424 -8.0943
H -1.3514 1.3231 -1.9082
C 0.0554 -5.4746 -6.6656
H -2.0753 3.7852 2.0604
C 8.0739 -0.8336 -1.2534
N -4.1188 7.2307 0.4762
C -4.3557 8.2753 2.7041
H -0.5323 0.1690 -0.2612
H -5.4333 6.3688 -0.8952
C -3.9924 -1.1605 -2.9197
C 3.0361 -3.9685 -5.4214
H 3.2354 -6.6180 -7.4890
C -1.3983 -1.5273 -2.8049
C 2.1787 0.0912 0.2111
N -3.2639 -0.1485 4.0909
C -4.3069 0.5640 7.0746
H -4.0218 -1.6816 -1.9443
H 2.4598 -5.9141 -5.4534
H -4.7903 -1.6406 -3.5446
H -3.2798 0.9227 7.1736
O 1.4158 -4.3440 -3.6402
H 5.9825 -0.7626 4.3050
C -4.9753 7.3640 1.6498
H -0.0573 -0.6379 5.0729
H 1.5509 -6.4201 -3.7302
H -1.0854 -1.7726 4.2000
O -3.2988 4.1346 0.4800
H -1.4052 -1.3321 1.4653
H 2.6162 -0.7970 -0.3032
C -4.5451 4.7032 0.1332
N 8.1811 -1.5135 1.2354
H -2.1714 5.4709 1.5761
H 2.2165 -3.4653 -5.9444
H 8.1307 -0.5901 3.7930
C -2.7606 4.5603 1.7109
H -0.5146 -3.2214 -1.7497
O -1.5311 -1.4239 6.2187
H -3.4588 2.4092 5.4357
H -3.6343 -0.7734 4.7929
O 6.6777 -0.7734 -1.4886
*
```

---

# C34H85GaN6O4P3

C34H85GaN6O4P3 as an isolated structure at a distorted geometry (the ωB97M-V functional and the def2-TZVPD basis, the Open Molecules 2025 dataset).

Output
electronic energy = -134006.8119 eV
max |F| = 6.56 eV/A

Structure (ORCA input):
```
! RIJCOSX wB97M-V def2-TZVPD def2/J DEFGRID3
* xyz -1 1
C 8.1645 1.2990 1.0233
H -5.7724 -6.4645 6.4295
P -8.0013 -6.1623 3.6217
H -9.9182 -8.6256 4.2127
H -2.8396 -2.8397 2.8013
H -10.7037 -4.9895 3.5319
C -10.3523 -5.3336 4.5125
H 8.7245 8.5496 -5.5529
C 11.2883 5.1746 -4.9763
H 7.6181 0.6292 -1.4024
H 5.9202 -0.4476 -2.1297
H -8.2625 -9.2461 2.8328
H 2.4153 -0.3147 0.0005
H -6.6863 -8.5653 2.3620
H 6.9639 2.9831 0.3723
H -8.7249 1.5247 -0.0626
H -8.3939 -5.5190 0.9447
N -6.9973 -6.9346 4.7798
H 10.5509 2.7387 -4.8290
C -6.5856 -6.0288 5.8473
H 11.2589 5.3169 -6.0679
H 10.4051 8.4459 -2.4043
H -5.5973 -1.5749 -0.7226
C 2.7454 -0.7742 -0.9336
H -7.3024 -1.7073 -0.1729
C 1.2931 -2.5419 0.1671
H -8.5652 -7.0765 0.1567
H -6.6982 -2.2157 2.0629
H 11.6498 6.0882 -4.5167
H 7.1273 2.1846 -2.1466
C -9.0915 4.8485 0.0119
H -2.6801 -1.5282 0.3332
H 8.0123 0.6749 4.2685
C -6.2870 -1.4008 0.1090
H -9.1370 3.4917 -1.6391
H -4.8086 -1.6868 3.0864
C 9.1892 7.7432 -6.1266
N -9.5288 -6.5620 4.4070
H -6.2684 -8.5773 5.8214
H 7.6779 0.3526 0.7847
H -6.2139 -5.0918 5.4306
H -6.9680 -6.5389 0.7119
H -10.1498 4.5966 0.1126
H 9.3552 0.5886 3.1316
H -1.0002 -3.8966 0.0519
H 2.5010 -0.0716 -1.7331
H 10.2702 7.7725 -5.9973
O -7.0156 -5.2508 2.9636
C -1.1311 -3.0557 0.7374
H -4.1865 -0.8924 1.6493
H 5.0026 2.1283 -0.9915
H -5.8218 -3.3243 1.0528
Ga -6.4204 0.5739 0.6148
H 1.1453 -1.9467 -1.8648
H -9.7669 -4.5268 4.9640
H 9.2518 1.2279 1.0347
C -7.7660 -8.5457 2.1592
H -0.5102 -1.5134 -0.5880
H 8.2171 8.5846 -2.0321
C -8.3710 4.0672 -1.1109
C -7.7572 1.6099 -0.5648
C -8.0360 -6.5455 0.9525
P 8.6297 5.7177 -4.2174
H -10.6953 -7.6179 2.9588
H -7.4184 -5.7996 6.5310
C 4.2832 -0.9794 -0.8565
H -0.1237 -1.2247 1.1433
H -7.9565 4.7630 -1.8465
N 9.0241 7.2382 -3.4236
H -6.7405 0.7604 2.1824
C 7.0790 1.5667 -1.2464
C 10.3923 7.5540 -3.0326
H 4.4236 0.4976 -2.4751
C -2.6022 -2.5778 0.6237
H 7.5976 2.8394 2.4614
N -8.3201 -7.2009 2.2376
C -3.4392 -2.8842 1.8892
C 7.7281 2.3346 -0.0607
N 8.6522 6.4294 -5.8287
H 6.9366 5.2913 -6.3506
H 1.9033 -2.2131 1.0127
H -7.3334 -9.0060 4.5236
H -3.9183 -3.8519 1.7344
C 7.2980 6.3217 -6.4243
H 7.3141 6.5766 -7.4842
H -6.7683 3.3806 0.2573
C 5.0552 0.0634 -1.7008
C -7.1800 -8.2682 5.3045
H -11.2826 -7.6394 4.6260
N 10.0223 4.7402 -4.4292
H 9.0616 2.0822 4.0821
H 4.5180 -1.9701 -1.2503
H 5.6402 0.9301 0.1910
C 5.6260 1.2434 -0.8565
H -3.2470 1.1386 1.0289
H 9.0220 7.9467 -7.1871
O 7.9919 5.0380 -3.0442
O -3.8702 1.5113 -1.2683
H -3.0658 -3.1496 -0.1862
H -11.2179 -5.4954 5.1561
H -4.3878 3.0139 0.4881
O -8.4849 4.7341 1.2990
C 1.9673 -2.0944 -1.1633
H 2.6456 -2.8721 -1.5160
C 8.1742 7.5163 -2.2587
C -5.8899 -2.2625 1.3273
C -4.5807 -1.8356 2.0268
H -0.9378 -3.3381 1.7746
H 4.6126 -0.9129 0.1820
H -8.0120 -8.3378 6.0237
C -0.1243 -1.9559 0.3320
H 10.8635 6.7391 -2.4664
H 7.1340 7.2748 -2.4631
H -7.7258 1.1303 -1.5443
H -8.1122 5.5746 1.5594
H 1.2823 -3.6357 0.1668
H 8.8810 2.9710 -4.3462
H 8.4887 6.9619 -1.3680
P -4.2992 1.6159 0.1841
H -6.5210 3.0711 -1.4401
H -9.0677 5.9104 -0.2669
H 6.6643 1.3225 2.5648
H -7.9237 -8.9573 1.1609
C 8.5991 1.2515 3.5507
H 11.0268 7.8026 -3.8842
H 9.3923 3.4308 -5.9856
C -10.3827 -7.6622 4.0060
C 7.6555 1.7526 2.4160
H 6.5744 6.9723 -5.9182
C -7.2828 3.0753 -0.6524
C 9.6948 3.4072 -4.9273
H 12.0483 4.4203 -4.7605
H 8.5776 2.9512 -0.3587
*
```

---

# C34H85OP3

A 6-piece molecular cluster, C34H85OP3 overall at a distorted geometry (the ωB97M-V functional and the def2-TZVPD basis, the Open Molecules 2025 dataset).

Output
electronic energy = -66548.9051 eV
max |F| = 1.24 eV/A
SMILES = CCP(CC)[PH3][PH2]=O.CCCCCC.CCCCCC.CCCCCC.CCCCCC.CCCCCC

Structure (ORCA input):
```
! RIJCOSX wB97M-V def2-TZVPD def2/J DEFGRID3
* xyz 0 1
H -0.5939 -4.4794 -0.6998
H 4.9211 -0.5660 3.1019
C 4.2944 -3.0618 -3.1381
H 0.7439 -3.4783 3.3355
C 0.8520 4.0972 1.0007
H 7.6264 2.4823 1.8297
H 0.5226 -0.9701 -5.8559
H 4.7814 -0.0405 6.8388
H 5.2086 -3.5912 -3.4101
C 0.8786 -5.0204 6.1831
H 1.3798 -2.3773 6.9379
H -0.3986 -2.1015 -3.1034
C -4.5307 3.8116 -0.4434
H 3.9121 0.5035 -1.8262
H -8.5889 -1.9651 -4.7540
H 1.8792 4.2680 1.3276
H 7.5320 1.6626 4.7832
P 2.1028 -1.6088 -4.1269
H -2.4862 4.3907 0.0208
C -7.8688 -0.7582 -3.0990
H -0.4626 -2.6448 5.3520
H -0.2520 3.0530 -0.5134
C 1.0837 -1.8802 -5.6527
C 5.3949 0.3689 3.4197
H 2.8755 -4.2601 6.3986
H 6.3770 2.9816 2.9711
H -5.1842 4.0615 -4.4770
H 3.0308 0.5971 0.6576
H -0.8760 -2.8448 -5.5404
H 6.2558 -0.4939 5.9904
H 4.4469 2.0055 -2.5795
H 0.5735 -4.8358 7.2154
H -6.1604 -0.9661 -0.2856
C 0.1674 -3.1241 -5.6832
H 1.8950 -1.8442 1.8475
O -2.0093 -2.5564 -1.0891
H 5.3127 1.6906 5.1272
H 2.3098 -4.2956 4.7465
H 1.3246 3.5919 -1.0401
H -4.0682 2.5296 -2.9740
C 4.8876 0.7330 4.8141
C -5.1298 -1.1853 -0.5749
H -3.9576 -1.6734 -2.2902
H 1.1432 1.1247 -0.7792
H 2.7681 -1.9630 3.3701
C -5.3664 -0.1754 -2.9058
H -7.1477 4.7060 -2.2096
C 3.7808 2.2370 -0.5261
C -4.9926 -1.4041 -2.0766
H 3.6051 3.3109 -0.6369
C -3.0204 3.6578 -0.5865
H 8.0366 3.5185 3.1973
C 3.3553 -2.9501 -4.3424
H -7.7719 -1.6138 -2.4252
H -6.9821 0.6440 -1.7353
H -5.1537 -0.3767 -3.9602
H 4.5811 -2.0782 -2.7619
H -6.8467 -1.7190 -4.7648
H 1.3063 -1.3576 -1.5667
H 2.7305 1.6970 -2.3575
H -4.8273 4.8195 -0.7477
P -0.6380 -3.0596 -0.7601
H 7.1578 -0.0353 2.2694
H 0.4216 5.0688 0.7539
C 2.0000 -4.0719 5.7716
H 1.1988 -6.0606 6.1107
H 0.2536 -3.6621 -6.6261
C 7.7162 1.4380 3.7290
H 1.7157 -0.5768 3.0640
H -7.5482 3.8093 -3.6754
H 1.8284 -1.9728 -6.4469
C 3.7122 1.5756 -1.8973
C -7.8016 -1.2392 -4.5450
C -5.3208 2.7679 -1.2329
H -7.9244 -0.4039 -5.2382
H -2.7066 2.6623 -0.2627
H -5.7235 2.0238 -3.1993
C -6.8151 0.2937 -2.7581
C -5.1025 2.8032 -2.7462
H 3.8058 0.8859 4.7611
C -6.8783 4.5641 -3.2574
H 2.9601 2.1495 1.4525
C 0.7881 3.1522 -0.1946
H -4.8082 -2.0714 -0.0277
H 4.7292 -1.2821 5.5857
H -7.0704 5.5049 -3.7751
H -6.3856 2.8873 -1.0143
H 1.4593 -3.6725 -2.3906
C 0.6381 -2.4059 3.5236
H -4.8000 3.7233 0.6124
H 2.8374 -3.9047 -4.5025
C -5.4212 4.1402 -3.4128
H 0.2940 3.6902 1.8472
H 3.8257 -3.6269 -2.3322
H -4.7073 0.6525 -2.6205
H 0.4151 -3.8382 -4.8941
C 2.7976 1.6548 0.4900
C 5.1842 -0.3294 5.8671
H -4.5023 -0.3522 -0.2490
C 1.3213 1.7530 0.0994
H -6.9667 1.1670 -3.4023
H -5.0513 1.7704 -0.8695
C 7.4206 2.6741 2.8853
H 7.2352 -0.6498 3.9024
H -5.5998 -2.2635 -2.3785
C 6.9118 0.2092 3.3079
H 2.5047 -1.9870 5.6622
H 3.9030 -2.7305 -5.2597
C 1.6263 -2.5956 5.8940
H -0.1886 -2.5951 0.5057
H 5.0526 1.1318 2.7142
C 1.8219 -1.6549 2.9210
H 8.7802 1.1992 3.6533
H -8.8585 -0.3337 -2.9096
H 4.7929 2.1378 -0.1230
H -0.2738 -2.0958 3.0054
H 0.2903 -1.0797 5.1755
C 0.4536 -2.1506 5.0180
H 0.7228 1.3141 0.9052
H -2.6959 3.7896 -1.6204
H -0.0018 -4.9043 5.5492
P 0.8251 -2.3799 -2.4203
H -4.7688 4.9230 -3.0151
*
```